The following is a quantum chemistry calculation of a molecular structure, C32H45BrN2O3P2SZr in a non-equilibrium geometry, from the Open Molecules 2025 dataset.

The geometry in XYZ format:
```
87
Properties=species:S:1:pos:R:3
Zr -0.16 0.19 -0.24
C -3.73 -3.70 -0.52
C -3.23 -2.25 -0.51
C -4.24 -1.31 0.14
P -1.55 -2.03 0.21
C -0.58 -3.52 -0.22
C -0.45 -3.70 -1.73
C 0.79 -3.51 0.45
C -1.56 -2.00 2.01
C -2.28 -2.92 2.78
C -2.10 -2.99 4.15
C -1.13 -2.18 4.74
C -0.40 -1.27 3.98
C -0.63 -1.15 2.61
N 0.07 -0.25 1.77
C 0.86 0.83 2.29
C 0.43 1.59 3.38
C 1.22 2.60 3.89
C 2.45 2.90 3.30
C 2.86 2.20 2.19
C 2.07 1.17 1.65
P 2.47 0.30 0.11
C 3.84 -0.87 0.38
C 4.26 -1.45 -0.98
C 5.00 -0.32 1.19
C 2.85 1.59 -1.16
C 4.18 2.33 -1.11
C 1.67 2.57 -1.15
H -4.72 -3.71 -0.97
H -3.10 -4.36 -1.10
H -3.83 -4.11 0.48
H -3.09 -1.93 -1.55
H -4.44 -1.59 1.18
H -3.89 -0.27 0.15
H -5.18 -1.34 -0.41
H -1.17 -4.35 0.20
H 0.20 -2.94 -2.17
H -0.01 -4.67 -1.95
H -1.42 -3.66 -2.25
H 1.39 -2.65 0.13
H 0.73 -3.49 1.54
H 1.35 -4.40 0.16
H -2.99 -3.58 2.31
H -2.67 -3.70 4.74
H -0.94 -2.26 5.80
H 0.36 -0.68 4.46
H -0.52 1.36 3.85
H 0.88 3.16 4.75
H 3.08 3.68 3.72
H 3.80 2.45 1.72
H 3.36 -1.67 0.96
H 4.78 -0.70 -1.58
H 4.95 -2.28 -0.82
H 3.41 -1.83 -1.55
H 5.50 0.52 0.70
H 4.70 0.00 2.19
H 5.74 -1.11 1.31
H 2.80 1.02 -2.09
H 4.26 2.98 -0.24
H 5.03 1.66 -1.12
H 4.26 2.97 -2.00
H 1.62 3.12 -0.22
H 1.74 3.28 -1.97
H 0.69 2.08 -1.30
Br -3.47 1.57 -6.93
C -1.98 0.82 -6.08
C -0.92 0.32 -6.84
N 0.16 -0.24 -6.31
C 0.23 -0.31 -4.99
C -0.77 0.17 -4.15
C -1.91 0.75 -4.71
C -0.63 0.06 -2.71
O -1.52 0.48 -1.89
O 0.43 -0.45 -2.17
H -0.97 0.37 -7.92
H 1.12 -0.78 -4.57
H -2.71 1.12 -4.09
C -2.57 3.60 1.80
S -2.64 2.09 0.89
C -3.54 2.64 -0.53
O -1.18 1.93 0.39
H -3.60 3.86 2.09
H -2.13 4.37 1.17
H -1.97 3.42 2.69
H -4.53 2.95 -0.19
H -3.61 1.81 -1.22
H -2.99 3.47 -0.98
```

Results
Molecular weight   770.87 g mol⁻¹
Charge   +2
Lowest unoccupied orbital energy   -5.759 eV
Frontier orbital gap   7.22 eV
Energy relative to the best compared isomer or geometry (same formula, charge and spin)   0.00 kcal/mol

Want to see where the charge sits? The Mulliken charges in e are:
1. Zr -1.523
2. C -1.386
3. C 0.802
4. C -1.475
5. P 1.667
6. C 0.346
7. C -1.611
8. C -1.915
9. C 0.370
10. C -0.463
11. C -1.046
12. C -0.857
13. C -0.770
14. C -0.379
15. N 1.257
16. C 0.274
17. C -0.796
18. C -1.094
19. C -1.064
20. C -0.867
21. C -0.110
22. P 1.653
23. C 0.700
24. C -1.427
25. C -1.398
26. C 0.535
27. C -1.476
28. C -1.391
29. H 0.499
30. H 0.380
31. H 0.225
32. H 0.284
33. H 0.300
34. H 0.211
35. H 0.488
36. H 0.940
37. H 0.188
38. H 0.529
39. H 0.374
40. H 0.295
41. H 0.300
42. H 0.627
43. H 0.252
44. H 0.506
45. H 0.419
46. H 0.570
47. H 1.014
48. H 0.492
49. H 0.496
50. H 0.414
51. H 0.364
52. H 0.288
53. H 0.514
54. H 0.296
55. H 0.236
56. H 0.324
57. H 0.501
58. H 0.485
59. H 0.263
60. H 0.316
61. H 0.481
62. H 0.273
63. H 0.604
64. H 0.503
65. Br -0.117
66. C -0.136
67. C -0.224
68. N -0.586
69. C -0.410
70. C 0.158
71. C -0.470
72. C 0.811
73. O -0.482
74. O -0.204
75. H 0.393
76. H 0.638
77. H 0.564
78. C -1.012
79. S 0.412
80. C -0.973
81. O -0.390
82. H 0.501
83. H 0.357
84. H 0.303
85. H 0.522
86. H 0.113
87. H 0.427